{"formula": "C37H94F2N2O14PS", "method": "ωB97M-V/def2-TZVPD", "symbols": ["C", "C", "O", "C", "C", "C", "C", "C", "C", "C", "C", "C", "C", "C", "O", "C", "C", "C", "C", "C", "F", "C", "C", "C", "F", "C", "C", "C", "O", "N", "C", "C", "N", "P", "S", "H", "H", "H", "H", "H", "H", "H", "H", "H", "H", "H", "H", "H", "H", "H", "H", "H", "H", "H", "H", "H", "H", "H", "H", "H", "H", "H", "H", "H", "H", "H", "H", "H", "H", "H", "H", "H", "H", "H", "H", "H", "H", "H", "H", "H", "H", "H", "H", "H", "H", "C", "O", "H", "H", "H", "H", "C", "O", "H", "H", "H", "H", "C", "O", "H", "H", "H", "H", "C", "O", "H", "H", "H", "H", "C", "O", "H", "H", "H", "H", "C", "O", "H", "H", "H", "H", "C", "O", "H", "H", "H", "H", "C", "O", "H", "H", "H", "H", "C", "O", "H", "H", "H", "H", "C", "O", "H", "H", "H", "H", "C", "O", "H", "H", "H", "H"], "positions_angstrom": [[-5.03, -1.78, 4.82], [-3.64, -1.66, 3.91], [-3.75, -0.45, 3.07], [-2.61, -0.30, 2.15], [-1.20, -1.09, 2.43], [-1.09, -2.56, 1.68], [0.54, -2.94, 1.68], [1.27, -2.28, 0.32], [0.90, -3.09, -1.06], [1.28, -2.22, -2.44], [2.87, -1.83, -2.55], [3.14, -0.25, -3.02], [2.34, 0.75, -2.00], [3.23, 2.01, -1.43], [4.67, 1.74, -1.26], [5.25, 3.09, -0.97], [-2.16, 1.28, 2.41], [-3.16, 2.25, 3.28], [-3.03, 2.09, 4.91], [-1.58, 2.56, 5.53], [-0.83, 1.29, 5.83], [-1.81, 1.66, 0.84], [-0.23, 1.99, 0.45], [0.67, 2.52, 1.72], [-0.30, 3.13, -0.54], [-2.69, 0.70, -0.16], [-3.06, 0.81, -1.75], [-4.08, 2.03, -2.15], [-4.11, 3.11, -1.34], [-4.89, 1.89, -3.44], [-5.17, 3.25, -4.07], [-4.15, 1.12, -4.50], [-3.10, -0.34, 0.68], [-4.16, -1.74, 0.21], [-5.83, -1.11, -0.65], [-4.78, -2.06, 5.96], [-5.76, -2.57, 4.34], [-5.63, -0.74, 4.82], [-3.54, -2.65, 3.30], [-2.77, -1.49, 4.70], [-0.33, -0.43, 1.94], [-0.91, -1.15, 3.59], [-1.66, -3.40, 2.27], [-1.38, -2.49, 0.53], [1.08, -2.58, 2.66], [0.62, -4.11, 1.54], [2.45, -2.30, 0.48], [0.84, -1.19, 0.24], [-0.27, -3.30, -1.16], [1.51, -4.10, -1.17], [1.03, -2.87, -3.42], [0.53, -1.32, -2.46], [3.42, -2.11, -1.55], [3.36, -2.51, -3.39], [2.72, -0.09, -4.12], [4.29, -0.09, -3.09], [1.96, 0.13, -1.08], [1.43, 1.21, -2.61], [3.04, 3.02, -2.04], [2.81, 2.24, -0.33], [4.73, 3.45, 0.04], [5.04, 3.87, -1.84], [6.41, 3.00, -0.86], [-1.26, 1.12, 3.16], [-4.31, 2.10, 3.02], [-2.91, 3.39, 3.03], [-3.23, 1.00, 5.31], [-3.86, 2.79, 5.41], [-1.67, 3.25, 6.48], [-0.93, 3.11, 4.71], [-2.33, 2.71, 0.69], [0.20, 1.05, -0.09], [-0.03, 3.16, 2.44], [0.97, 1.56, 2.34], [1.58, 3.20, 1.42], [-2.04, 1.00, -2.33], [-3.46, -0.23, -2.16], [-4.21, 3.70, -4.62], [-5.69, 4.02, -3.36], [-5.95, 3.05, -4.95], [-2.99, 1.31, -4.53], [-4.56, 1.46, -5.57], [-4.43, -0.04, -4.43], [-3.50, -2.56, -0.79], [-4.56, -2.53, 1.36], [-7.41, -2.85, 7.68], [-6.04, -3.22, 7.63], [-7.48, -1.76, 7.68], [-7.92, -3.25, 6.80], [-7.86, -3.24, 8.59], [-6.01, -4.19, 7.63], [0.78, -1.24, -6.41], [-0.11, -1.48, -5.33], [1.49, -2.07, -6.47], [0.22, -1.18, -7.34], [1.33, -0.31, -6.23], [-0.73, -0.73, -5.30], [4.95, -3.75, -5.79], [4.34, -2.60, -5.23], [4.21, -4.56, -5.84], [5.29, -3.52, -6.81], [5.79, -4.06, -5.17], [5.02, -1.91, -5.20], [7.98, -1.41, -4.09], [7.09, -1.65, -3.02], [8.69, -2.24, -4.16], [7.41, -1.34, -5.03], [8.52, -0.48, -3.92], [6.47, -0.90, -2.99], [6.60, 3.17, -4.52], [7.27, 2.33, -3.59], [7.33, 3.54, -5.25], [5.83, 2.60, -5.04], [6.15, 4.02, -4.00], [6.59, 2.02, -2.96], [7.97, 6.26, -2.04], [7.57, 4.90, -1.98], [7.56, 6.80, -1.18], [9.06, 6.32, -2.01], [7.60, 6.71, -2.96], [7.95, 4.46, -2.75], [-7.41, -4.14, 12.04], [-6.28, -3.58, 11.41], [-7.20, -4.25, 13.11], [-8.27, -3.47, 11.91], [-7.63, -5.12, 11.60], [-6.50, -3.48, 10.46], [-8.15, -7.82, 10.32], [-8.51, -6.47, 10.09], [-7.07, -7.89, 10.43], [-8.64, -8.19, 11.23], [-8.46, -8.43, 9.46], [-9.48, -6.45, 10.00], [-2.79, 4.52, -7.34], [-3.55, 3.42, -6.89], [-2.08, 4.80, -6.55], [-2.23, 4.24, -8.23], [-3.45, 5.36, -7.55], [-4.17, 3.18, -7.60], [4.89, -7.09, -3.48], [5.79, -6.55, -4.44], [3.93, -6.57, -3.57], [4.74, -8.15, -3.68], [5.29, -6.94, -2.48], [6.63, -7.03, -4.34], [7.08, 10.14, -0.62], [6.90, 9.39, -1.81], [7.89, 9.69, -0.04], [7.34, 11.17, -0.88], [6.15, 10.12, -0.04], [6.18, 9.80, -2.31]], "lowdin_charge": [-0.078, -0.228, -0.170, -0.358, -0.099, -0.185, -0.188, -0.205, -0.204, -0.212, -0.189, -0.169, -0.166, -0.226, -0.256, -0.115, -0.148, -0.142, -0.165, -0.112, -0.169, -0.089, -0.207, -0.042, -0.110, 0.029, -0.042, -0.243, -0.038, -0.148, -0.106, -0.124, -0.112, 0.445, 0.164, 0.086, 0.085, 0.099, 0.101, 0.136, 0.113, 0.154, 0.111, 0.073, 0.119, 0.122, 0.124, 0.076, 0.102, 0.125, 0.116, 0.090, 0.112, 0.098, 0.113, 0.093, 0.074, 0.124, 0.138, 0.107, 0.110, 0.102, 0.103, 0.130, 0.140, 0.137, 0.118, 0.131, 0.131, 0.115, 0.162, 0.117, 0.092, 0.102, 0.097, 0.151, 0.095, 0.104, 0.108, 0.114, 0.103, 0.100, 0.114, 0.007, 0.014, -0.154, -0.150, 0.086, 0.079, 0.069, 0.092, -0.153, -0.149, 0.081, 0.078, 0.069, 0.072, -0.144, -0.164, 0.081, 0.080, 0.071, 0.070, -0.158, -0.131, 0.084, 0.068, 0.075, 0.055, -0.157, -0.132, 0.089, 0.079, 0.064, 0.053, -0.147, -0.158, 0.073, 0.082, 0.077, 0.059, -0.164, -0.128, 0.082, 0.078, 0.048, 0.051, -0.156, -0.154, 0.083, 0.080, 0.076, 0.090, -0.149, -0.166, 0.082, 0.080, 0.082, 0.092, -0.160, -0.140, 0.076, 0.077, 0.077, 0.088, -0.163, -0.141, 0.081, 0.077, 0.075, 0.085], "homo_lumo_gap_ev": 6.73, "multiplicity": 1, "charge": 1, "lumo_energy_ev": -4.289}